(1)
15 unconnected molecules or ions with the total composition C20H70N20O20 at a distorted geometry, computed with wB97M-V/def2-TZVPD.

```
130
Properties=species:S:1:pos:R:3:forces:R:3
C -2.24000 -5.42082 2.06519 -1.105 0.503 -1.637
C -1.37388 -4.28861 1.36230 -0.112 -1.943 0.721
O -2.08936 -3.10451 1.40356 -0.432 0.784 0.780
O -2.74974 -5.11981 3.35434 0.619 0.291 0.460
H -1.82678 -6.42943 2.07298 0.769 0.225 -0.071
H -3.15571 -5.51287 1.48115 0.154 -0.068 -0.757
H -1.16989 -4.43402 0.30147 -0.032 -1.133 -0.120
H -0.40837 -4.26658 1.86766 0.196 0.412 0.167
H -1.56021 -2.45606 0.93334 -0.069 0.534 -0.053
H -3.70484 -5.17703 3.27620 0.112 0.275 0.268
C -1.73142 0.69984 -5.38122 -0.412 0.010 -0.814
C -3.08261 0.04517 -5.18281 -0.456 0.713 -0.424
O -4.07587 0.51683 -6.11752 0.174 -0.796 -0.247
O -1.05305 0.29928 -6.57199 0.620 -0.738 0.337
H -1.10131 0.43135 -4.53330 0.197 0.125 -0.101
H -1.87053 1.77909 -5.44420 0.009 0.262 0.476
H -3.45215 0.24281 -4.17660 0.223 0.027 0.176
H -3.00136 -1.03297 -5.32103 -0.072 0.037 -0.114
H -4.04586 1.46628 -6.25627 0.259 0.102 0.420
H -1.41959 0.62147 -7.39870 -0.500 0.226 0.381
C 5.48724 3.34113 -2.72630 -0.364 -1.369 3.264
C 4.47144 2.91159 -1.55608 -0.104 -1.141 -1.256
O 4.83090 1.62642 -0.95743 0.516 1.341 -0.719
O 6.69486 3.75946 -2.04827 -0.265 1.176 -0.905
H 4.99703 4.14512 -3.27530 0.577 0.271 0.082
H 5.74777 2.51500 -3.38791 -0.456 -0.096 -0.055
H 3.45644 2.76159 -1.92404 -0.132 0.050 -0.712
H 4.30227 3.71903 -0.84367 0.894 -0.120 0.168
H 4.50794 1.64387 -0.05356 -0.120 0.388 0.273
H 7.18355 3.03188 -1.65660 -0.527 -0.415 -0.160
C 0.64758 0.34793 0.25305 -2.146 1.058 -0.828
C 0.11726 0.68186 -1.19044 1.259 -0.522 0.749
O -0.26383 -0.45460 -1.98168 1.033 0.120 0.078
O -0.53200 0.17349 1.01917 -0.508 -0.575 -0.121
H 1.11998 1.23764 0.66943 0.678 0.012 -0.366
H 1.29907 -0.52544 0.28312 0.094 -0.031 -0.152
H 0.99608 1.17203 -1.60938 -0.197 -0.105 -0.885
H -0.74641 1.34447 -1.24636 0.218 0.363 0.723
H -1.00939 -0.89227 -1.56431 -0.478 -0.194 0.011
H -0.30132 -0.13328 1.89910 0.007 -0.351 0.581
C -5.28064 0.71521 -1.79035 1.609 0.254 1.424
C -4.32586 1.90863 -1.37998 -0.447 -1.169 -0.905
O -3.95093 2.60789 -2.58302 -0.431 -0.061 0.032
O -6.54410 1.13640 -2.19703 -0.215 0.653 -0.201
H -5.38647 0.11087 -0.88943 -0.160 -0.080 0.074
H -4.85495 0.06432 -2.55403 0.450 0.119 -0.099
H -3.42082 1.56758 -0.87731 -0.092 -0.383 0.051
H -4.86437 2.53291 -0.66698 -0.078 0.290 -0.136
H -3.09213 3.02411 -2.47894 -0.057 0.042 0.229
H -6.31885 1.85783 -2.78897 -0.572 0.276 -0.381
C 3.42929 1.83470 2.50766 1.379 0.055 0.218
O 3.48407 2.67564 1.62933 0.052 1.122 -2.820
N 3.59150 0.53618 2.30820 -0.683 -0.506 -0.428
N 3.41240 2.29060 3.74478 -0.901 0.786 2.556
H 3.97021 0.26523 1.41195 -0.108 -0.440 0.273
H 3.63752 -0.02300 3.14802 0.368 -0.774 0.074
H 3.67140 3.26114 3.84991 -0.143 -0.066 0.040
H 3.42507 1.69677 4.56167 0.354 -0.383 0.221
C 2.95190 -1.94848 -3.59953 4.590 -3.124 -1.846
O 3.88938 -2.58853 -4.08162 -0.042 -0.722 -2.150
N 1.81380 -1.70380 -4.13388 -4.543 0.973 -1.859
N 3.16312 -1.50548 -2.42910 -0.535 2.462 5.585
H 1.24005 -1.11008 -3.55215 -0.629 0.057 -0.733
H 1.56977 -1.94910 -5.08276 0.251 0.226 0.361
H 2.38279 -1.40607 -1.79561 0.054 0.409 -0.099
H 3.96190 -1.90650 -1.95875 0.400 0.162 0.104
C -2.68285 3.76553 1.07032 -1.015 0.355 0.954
O -3.52476 3.23864 1.78290 -0.261 0.056 -0.214
N -2.57930 5.01466 0.69178 -2.198 4.455 -0.209
N -1.62748 3.18998 0.57268 2.808 -4.624 -0.842
H -1.81702 5.33832 0.11361 0.091 0.154 0.450
H -3.23336 5.69442 1.05266 0.122 -0.135 -0.225
H -1.06038 3.56644 -0.17350 -0.168 -0.084 0.330
H -1.50215 2.23751 0.88446 0.456 -0.331 -0.406
C -2.62522 -3.31260 -3.03108 0.921 -0.543 1.009
O -2.16723 -2.65933 -2.14564 1.322 2.755 2.063
N -3.53433 -4.19291 -2.79896 -4.882 -2.972 1.813
N -2.13037 -3.46059 -4.21063 2.614 0.713 -4.665
H -3.98777 -4.74319 -3.51426 0.097 0.211 0.255
H -4.02681 -4.05275 -1.92836 -0.145 -0.246 -0.164
H -1.23129 -3.03512 -4.38589 -0.293 0.041 -0.358
H -2.61304 -3.96688 -4.93919 0.426 0.223 0.165
C 5.46830 -2.39985 0.19726 -3.563 1.716 0.054
O 5.22047 -2.24328 -0.96230 0.271 -0.468 -3.010
N 4.57059 -2.20570 1.13227 -2.331 0.495 2.519
N 6.61581 -2.63947 0.67976 6.161 -1.839 0.772
H 3.61085 -1.97451 0.91887 0.075 -0.465 -0.022
H 4.80942 -2.48057 2.07435 -0.515 0.163 -0.015
H 7.27159 -2.85711 -0.05691 0.512 0.200 0.577
H 6.91134 -2.38622 1.61177 -0.053 -0.142 -0.362
C -0.61186 2.73085 4.39999 -1.903 -0.577 1.536
O -1.81531 2.74893 4.27204 -1.548 0.167 -0.841
N 0.15777 1.71915 4.12547 1.871 -2.151 -1.843
N 0.02876 3.61118 5.13929 1.189 3.242 1.325
H 1.14387 1.89787 4.25107 -0.082 -1.012 -0.155
H -0.24159 0.79936 4.00465 0.506 -0.073 -0.261
H 1.03542 3.56005 5.20346 -0.375 0.456 0.366
H -0.52802 4.34845 5.54738 0.535 0.057 -0.230
C 1.26214 5.09690 0.23667 2.273 -1.393 0.949
O 0.33851 5.72970 -0.11120 -4.700 3.131 -2.351
N 1.15899 4.09580 1.07690 -0.817 -1.335 1.341
N 2.51380 5.29685 -0.16528 2.393 0.568 -0.608
H 1.98373 3.57207 1.33304 -0.176 -0.549 0.326
H 0.19927 3.90513 1.32728 0.429 -0.447 0.595
H 2.73295 6.07999 -0.76425 -0.072 -0.111 0.404
H 3.18260 4.97153 0.51810 0.502 0.209 -0.506
C 1.49832 -3.79295 -0.44787 -0.696 8.066 0.809
O 1.88249 -3.23586 0.57852 -0.259 2.323 0.237
N 1.76351 -5.00205 -0.53809 0.397 -7.625 -1.531
N 0.80449 -3.23811 -1.50156 0.118 -0.837 0.653
H 0.90582 -5.39062 -0.90345 0.461 -1.743 0.026
H 2.15416 -5.29711 0.34532 -0.268 -0.749 -0.193
H 0.56814 -2.26023 -1.59095 -0.070 -0.128 0.176
H 0.70200 -3.84477 -2.30254 0.026 0.549 -0.067
C -4.71635 0.05110 3.57255 -0.524 -1.035 -1.022
O -5.44395 -0.73641 4.13521 -1.145 -1.001 1.405
N -5.11953 0.81860 2.58643 -1.398 2.224 -2.255
N -3.40684 0.04295 3.69235 3.025 -0.989 1.376
H -4.43870 1.36550 2.07901 -0.289 0.334 0.083
H -6.09281 0.87440 2.32237 0.340 -0.008 0.345
H -2.74339 0.73450 3.37346 -0.365 0.162 0.096
H -3.07205 -0.78734 4.15994 0.292 0.457 0.085
C -0.17419 -1.95385 4.30242 1.115 -0.670 2.343
O -0.17044 -1.02512 3.58948 0.076 4.712 -4.139
N 0.53704 -2.06233 5.38225 3.159 -0.293 4.582
N -0.90087 -2.99164 4.17158 -3.541 -3.926 -1.766
H 1.28266 -1.46631 5.71226 -0.232 0.410 -0.595
H 0.52961 -2.96150 5.84218 0.220 0.316 -0.032
H -1.06473 -3.61496 4.94921 -0.243 -0.013 -0.734
H -1.40947 -3.03640 3.30014 -0.666 -0.290 0.397
```
Forces are in eV/Å.

Summary:
- gap between HOMO and LUMO (spin up / spin down) (hartree) = 0.0807 / 0.3007
- expectation value of S² = 0.7505
- multiplicity = 2
- lowest unoccupied orbital energy (spin up / spin down) (Eh) = 0.059 / 0.059
- HOMO level (spin up / spin down) (Ha) = -0.022 / -0.242
- net charge = -1

***

(2)
16 unconnected molecules or ions with the total composition C20H72N12O16 at a distorted geometry, computed with wB97M-V/def2-TZVPD.

```
120
Properties=species:S:1:pos:R:3:forces:R:3
C 1.46695 -0.54857 4.93377 0.123 0.259 1.190
C 1.42495 0.89943 5.43377 0.737 0.182 -0.579
O 0.16895 1.19943 5.99077 -0.705 -0.172 0.832
H 0.73995 -0.77257 4.18677 -0.503 0.229 -0.761
H 1.29395 -1.31657 5.72077 0.171 0.839 -0.088
H 2.46795 -0.68457 4.56977 0.453 -0.321 -0.424
H 1.70195 1.65343 4.65977 -0.416 -0.749 -0.078
H 2.19395 1.05543 6.16277 0.503 -0.186 0.781
H 0.10895 2.04643 6.44877 0.543 -0.137 -0.005
C 2.95695 3.65543 1.27577 -0.647 -2.225 -1.983
C 1.84695 2.57143 0.96877 -0.046 3.513 -1.770
O 1.34295 1.98443 2.09977 -0.201 -0.079 2.338
H 3.85895 3.08343 1.54877 -0.101 0.667 -0.027
H 2.70095 4.39243 2.01677 -0.293 0.189 0.330
H 3.03295 4.11743 0.27377 0.631 0.288 0.610
H 2.17495 1.85743 0.22477 0.545 -0.577 0.423
H 0.99295 3.03543 0.40277 0.634 -0.001 0.504
H 1.04895 2.71443 2.67977 0.007 -0.817 -0.394
C 1.22895 -2.72757 -4.05223 -0.245 -1.105 2.045
C 0.96495 -3.62657 -5.22423 -1.485 1.869 1.435
O -0.04105 -3.00657 -5.97923 -0.804 0.853 0.014
H 0.38395 -2.60157 -3.31923 0.478 0.010 -1.033
H 1.63395 -1.79757 -4.37523 0.013 0.879 -0.298
H 2.00495 -3.19957 -3.43723 0.104 0.015 -0.053
H 0.64695 -4.58657 -4.93323 -0.070 -1.454 0.393
H 1.85495 -3.59657 -5.73223 2.257 -0.679 -1.618
H -0.19705 -3.50857 -6.76223 -0.214 -0.490 -0.864
C 4.88895 -0.16457 1.11377 0.036 -1.300 -0.470
C 3.97995 -1.00557 2.05577 1.467 1.065 -1.123
O 3.90895 -2.30757 1.52577 0.256 -0.205 1.017
H 5.92995 -0.58457 1.18177 -1.003 0.370 -0.327
H 4.92995 0.88143 1.32377 -0.033 0.809 0.470
H 4.48695 -0.26157 0.08277 0.473 -0.064 0.413
H 2.97695 -0.63157 2.05377 -0.643 0.810 0.433
H 4.46395 -0.85957 3.04177 -0.621 -1.039 -0.128
H 3.27795 -2.23757 0.77177 0.767 -0.237 0.515
C 2.26295 -3.75357 -0.48423 3.380 -6.513 -4.465
O 2.98295 -4.51957 -1.36423 -3.402 3.417 4.062
N 2.27095 -2.47957 -0.52423 1.135 5.269 -1.832
N 1.53495 -4.23257 0.47977 -0.897 -4.371 1.211
H 2.85795 -2.15757 -1.28223 0.064 0.536 -0.194
H 1.57395 -1.80857 -0.19023 0.380 -0.943 -0.244
H 1.50795 -5.28557 0.55877 -0.075 2.114 0.110
H 1.06695 -3.62757 1.11577 -0.277 0.013 0.488
C -0.15105 -0.27957 -0.08123 -0.142 4.306 -4.182
O -0.23805 0.85043 -0.82623 -0.166 -4.254 2.185
N -0.37705 -1.51057 -0.46223 -2.503 -1.646 -3.662
N 0.41595 -0.24257 1.04977 2.913 3.112 4.442
H -0.90905 -1.68557 -1.33823 0.482 -0.088 1.125
H -0.27805 -2.29357 0.15977 -0.286 0.078 0.326
H 0.81595 0.67243 1.40177 -1.197 -1.408 -0.246
H 0.43595 -0.98157 1.72177 -0.300 -0.625 0.064
C -1.95005 3.08143 -3.25323 -5.220 -0.870 -6.943
O -2.66105 3.22843 -4.45223 3.967 -0.448 6.252
N -2.13605 3.78343 -2.16823 -3.449 2.466 2.971
N -1.05205 2.15543 -3.02623 1.083 -3.265 -3.345
H -3.01305 4.36443 -2.04023 1.605 -1.174 -0.553
H -1.74205 3.37143 -1.30023 -0.427 0.536 0.011
H -0.85605 1.66243 -3.94023 -0.119 0.357 1.730
H -0.77505 1.68543 -2.12423 -0.555 -0.004 -0.341
C -1.99605 0.66143 3.37877 0.088 -5.545 0.533
O -1.54405 -0.65357 3.48077 -1.903 6.033 -0.585
N -3.08305 1.01643 2.70477 -1.107 -1.315 -2.122
N -1.59505 1.63343 4.14377 3.127 1.070 2.129
H -3.47705 0.23243 2.15477 0.135 1.508 0.246
H -3.24105 2.02343 2.50177 -0.102 -1.694 0.139
H -0.84805 1.38443 4.80077 -0.182 -0.009 -0.072
H -1.68705 2.63643 4.05477 -0.722 -0.440 -0.661
C -2.36805 3.86443 1.14977 4.249 -4.432 -4.597
O -1.55905 3.04343 0.43477 -2.600 3.307 3.334
N -1.95405 4.92943 1.75177 1.603 3.467 1.411
N -3.62005 3.58643 1.20577 -4.292 -0.541 0.463
H -0.99805 5.19343 1.50777 -0.556 0.182 0.221
H -2.63605 5.67243 1.99077 1.043 -0.781 -0.185
H -3.91805 2.68443 0.78977 -0.409 1.015 0.417
H -4.33405 4.21043 1.64077 1.048 -0.958 -0.565
C 1.15195 4.75243 -2.52523 6.465 3.827 1.071
O 2.33895 5.52243 -2.32923 -5.839 -3.678 -0.945
N -0.05505 5.27443 -2.54623 -2.828 0.892 -0.660
N 1.23195 3.44043 -2.67223 2.547 -1.935 0.739
H -0.12305 6.25943 -2.80723 0.301 -0.565 0.393
H -1.01405 4.66843 -2.58123 3.111 2.158 0.275
H 2.14495 2.99443 -2.41923 -1.411 0.964 -0.461
H 0.40995 2.83943 -2.73923 0.740 0.692 -0.070
C -3.91305 1.22043 -0.76523 0.645 -2.111 -2.648
O -4.76705 1.34443 0.32577 -2.870 0.153 0.324
H -4.12505 0.24043 -1.26023 0.516 0.330 0.436
H -2.84005 1.25643 -0.49423 -0.680 0.232 0.114
H -4.17405 1.90743 -1.56623 0.352 0.650 0.094
H -5.69805 1.43343 -0.06023 1.842 -0.176 1.040
C 0.14395 -3.67357 3.36577 -1.122 -0.177 0.184
O -0.31405 -2.83457 2.26877 1.948 -1.992 -0.276
H 0.99195 -4.32457 3.11577 -0.418 0.299 -0.433
H -0.72005 -4.27357 3.73377 0.698 0.159 -0.308
H 0.46195 -3.04557 4.17877 0.186 0.307 0.376
H -0.96405 -2.27157 2.64077 -1.372 1.548 0.754
C -3.29505 -1.86257 0.92677 0.194 -1.866 -2.088
O -4.65405 -1.96257 0.45377 1.034 0.600 0.378
H -2.77205 -0.92557 0.74077 -0.259 0.051 -0.202
H -2.73205 -2.69057 0.44777 -0.222 0.724 -0.450
H -3.17905 -2.17857 1.91077 -0.346 0.170 2.302
H -4.98405 -1.07457 0.58477 -0.609 0.221 -0.046
C -0.42505 -5.08657 -1.86623 0.207 -1.315 0.815
O -1.67005 -5.68257 -2.22323 0.353 -0.019 -1.070
H 0.03795 -5.68257 -1.03723 -0.332 0.623 -0.579
H -0.59505 -4.06257 -1.52723 0.401 0.063 -0.223
H 0.28595 -5.18857 -2.70923 -0.648 0.409 0.377
H -2.29705 -5.63157 -1.51023 -0.137 0.152 0.511
C -1.90405 -0.98857 -3.20123 -0.415 1.954 -2.733
O -2.23505 -2.18357 -2.60123 -0.059 -1.602 0.202
H -2.26205 -1.01957 -4.24923 0.361 0.084 0.175
H -0.82205 -0.76657 -3.27923 -0.363 -0.125 0.445
H -2.45805 -0.10757 -2.83423 0.384 -0.593 0.640
H -2.18405 -2.86157 -3.30923 -0.035 0.324 0.901
C 2.40395 0.06143 -2.27623 -0.872 0.914 -0.238
O 3.53595 -0.73357 -2.46923 1.197 0.284 0.635
H 2.16795 0.45243 -1.26323 0.687 -0.367 -0.314
H 1.55495 -0.52557 -2.56123 -0.547 -0.401 -0.085
H 2.43195 0.89443 -2.97723 -0.104 0.313 0.032
H 4.30495 -0.16157 -2.28723 -0.267 -0.643 -0.177
```
Forces are in eV/Å.

Summary:
- gap between HOMO and LUMO (hartree) = 0.2729
- lowest unoccupied orbital energy (Eh) = -0.025
- HOMO level (Ha) = -0.298
- net charge = 0
- ΔE to the lowest compared entry with this formula, charge and spin (kcal/mol) = 34.6